Computed, not measured: a single C6H9NO molecule at a distorted geometry, with ωB97M-V with the def2-TZVPD basis set.

Values from the calculation:
HOMO-LUMO gap (alpha / beta) in eV: 8.204 / 8.205
Energy relative to the best compared isomer or geometry (same formula, charge and spin) in kcal per mole: 183.4
F_max in eV Å⁻¹: 3.95
Multiplicity: 1
Charge: 0
Lowest unoccupied orbital energy (alpha / beta) in eV: 0.178 / 0.177
DFT total energy in hartree: -363.731962

Structure (XYZ):
```
17
Properties=species:S:1:pos:R:3:lowdin_charge:R:1
C -1.045 -1.323 0.140 -0.063
C 0.235 -0.550 0.193 -0.171
C 0.167 0.966 0.071 -0.450
C -1.179 1.626 -0.162 -0.051
C 1.431 1.699 -0.169 -0.024
N 0.957 1.729 1.036 0.150
C 1.249 -1.691 -0.203 -0.212
O 1.897 -0.662 0.338 -0.043
H -1.945 -0.715 0.224 0.067
H -1.065 -2.034 0.977 0.097
H -1.157 -1.890 -0.793 0.093
H -1.663 1.255 -1.070 0.080
H -1.084 2.712 -0.257 0.082
H -1.831 1.450 0.700 0.084
H 2.495 1.935 -0.165 0.121
H 1.322 -1.911 -1.271 0.117
H 1.217 -2.597 0.411 0.123
```



Computed, not measured: a molecular structure, C6H9NO at a distorted geometry, with ωB97M-V with the def2-TZVPD basis set.

Values from the calculation:
HOMO-LUMO gap in eV: 7.255
Energy relative to the best compared isomer or geometry (same formula, charge and spin) in kcal per mole: 166.9
F_max in eV Å⁻¹: 1.78
Multiplicity: 1
Charge: 0
Lowest unoccupied orbital energy in eV: 0.262
DFT total energy in hartree: -363.758249

Structure (XYZ):
```
17
Properties=species:S:1:pos:R:3:lowdin_charge:R:1
C 1.243 0.639 -0.378 -0.084
C -1.392 1.406 -1.049 -0.036
C -0.132 -0.391 0.696 -0.248
C -0.771 0.183 -0.496 -0.176
C 0.360 -0.574 1.938 -0.026
O 2.249 -0.271 -0.421 0.016
N -1.214 -2.330 -0.757 0.131
C -0.813 -1.193 -0.366 -0.308
H 2.393 -0.599 0.484 0.105
H -0.822 -3.081 -0.187 0.043
H 1.120 1.034 -1.381 0.115
H 1.339 1.444 0.353 0.132
H -1.070 1.592 -2.079 0.082
H -2.476 1.270 -1.068 0.094
H -1.166 2.288 -0.449 0.087
H 1.213 -0.179 2.477 0.032
H -0.059 -1.238 2.683 0.040
```



Computed, not measured: a single C6H9NO molecule at a distorted geometry, with ωB97M-V with the def2-TZVPD basis set.

Values from the calculation:
HOMO-LUMO gap in eV: 9.491
Energy relative to the best compared isomer or geometry (same formula, charge and spin) in kcal per mole: 8.2
F_max in eV Å⁻¹: 2.02
Multiplicity: 1
Charge: 0
Lowest unoccupied orbital energy in eV: 0.824
DFT total energy in hartree: -364.011143

Structure (XYZ):
```
17
Properties=species:S:1:pos:R:3:lowdin_charge:R:1
C -1.280 -0.011 -1.231 0.000
C -0.316 -0.005 -0.035 -0.514
C -1.034 -0.200 1.318 0.000
N 0.646 -1.076 -0.235 0.038
C 1.905 -0.543 -0.064 -0.084
C 1.872 0.805 0.028 0.002
C 0.479 1.241 -0.018 -0.412
O -0.016 2.353 0.006 0.074
H -1.924 -0.871 -1.109 0.077
H -1.855 0.898 -1.230 0.083
H -0.722 -0.107 -2.149 0.088
H -0.352 -0.349 2.158 0.091
H -1.672 -1.092 1.208 0.084
H -1.656 0.678 1.535 0.095
H 0.453 -2.006 0.099 0.140
H 2.775 -1.203 -0.216 0.132
H 2.699 1.491 -0.065 0.105
```



Computed, not measured: a molecular structure, C6H9NO at a distorted geometry, with ωB97M-V with the def2-TZVPD basis set.

Values from the calculation:
HOMO-LUMO gap in eV: 9.656
Energy relative to the best compared isomer or geometry (same formula, charge and spin) in kcal per mole: 199.5
F_max in eV Å⁻¹: 7.25
Multiplicity: 1
Charge: 0
Lowest unoccupied orbital energy in eV: 0.892
DFT total energy in hartree: -363.706346

Structure (XYZ):
```
17
Properties=species:S:1:pos:R:3:lowdin_charge:R:1
C 2.049 0.019 -0.531 -0.048
C 1.027 -0.135 0.512 -0.438
C -1.574 -0.490 -0.439 -0.219
C -0.760 0.581 -0.676 -0.199
C -0.557 1.980 0.106 -0.016
C -0.066 0.746 0.718 -0.262
H 1.294 -0.415 -1.591 0.188
H 2.817 -0.789 -0.265 0.088
H 2.656 1.201 -0.478 0.179
H 1.347 -0.260 1.525 0.141
H -2.792 -0.225 -0.184 0.195
H 0.159 0.573 -1.446 0.129
H 0.193 2.649 -0.427 0.115
H -1.000 2.700 0.740 0.082
H -0.709 0.432 1.528 0.154
N -1.016 -1.508 0.034 0.026
O 0.304 -1.440 0.278 -0.116
```



Computed, not measured: a molecular structure, C6H9NO2 at a distorted geometry, with ωB97M-V with the def2-TZVPD basis set.

Values from the calculation:
HOMO-LUMO gap in eV: 8.936
Energy relative to the best compared isomer or geometry (same formula, charge and spin) in kcal per mole: 202.1
F_max in eV Å⁻¹: 4.81
Multiplicity: 1
Charge: 0
Lowest unoccupied orbital energy in eV: 0.637
DFT total energy in hartree: -438.954224

Structure (XYZ):
```
18
Properties=species:S:1:pos:R:3:lowdin_charge:R:1
C -0.157 -1.904 1.514 -0.091
C 0.403 0.011 0.284 -0.465
C 0.180 0.866 1.393 0.033
C -0.180 1.394 -0.006 -0.221
C -0.269 0.315 -1.929 -0.128
C 1.000 -0.005 -1.079 -0.317
H -0.709 -1.583 2.676 0.134
H -0.621 -3.010 0.918 0.154
H 1.262 -2.031 1.787 0.188
H 0.900 1.577 1.600 0.097
H -0.712 0.563 2.017 0.145
H 0.534 2.096 -0.370 0.142
H -1.503 1.970 -1.375 0.149
H -0.707 -0.573 -2.259 0.097
H 0.086 0.684 -2.930 0.146
N -1.133 1.033 -1.025 -0.005
O -0.466 -1.069 0.265 -0.172
O 2.092 -0.331 -1.481 0.113
```



Computed, not measured: a single C6H9NO2 molecule at a distorted geometry, with ωB97M-V with the def2-TZVPD basis set.

Values from the calculation:
HOMO-LUMO gap in eV: 10.009
Energy relative to the best compared isomer or geometry (same formula, charge and spin) in kcal per mole: 49.9
F_max in eV Å⁻¹: 1.86
Multiplicity: 1
Charge: 0
Lowest unoccupied orbital energy in eV: 0.904
DFT total energy in hartree: -439.196871

Structure (XYZ):
```
18
Properties=species:S:1:pos:R:3:lowdin_charge:R:1
H 0.790 2.620 -1.950 0.066
N 0.982 2.075 -1.108 0.169
C 0.050 1.344 -0.730 -0.323
C -1.374 0.953 -0.768 0.014
C -0.484 0.525 0.403 -0.404
C -0.669 1.146 1.771 0.016
O -0.106 -0.826 0.503 0.053
C 0.614 -1.318 -0.547 -0.486
C 1.285 -2.600 -0.119 0.027
O 0.568 -0.936 -1.686 0.123
H -2.137 1.691 -0.562 0.110
H -1.676 0.193 -1.473 0.112
H -0.363 0.427 2.527 0.086
H -0.066 2.044 1.880 0.088
H -1.713 1.406 1.934 0.083
H 0.583 -3.420 -0.270 0.094
H 2.161 -2.769 -0.737 0.089
H 1.554 -2.555 0.932 0.084
```



Computed, not measured: a single C6H9NO2 molecule at a distorted geometry, with ωB97M-V with the def2-TZVPD basis set.

Values from the calculation:
HOMO-LUMO gap in eV: 10.098
Energy relative to the best compared isomer or geometry (same formula, charge and spin) in kcal per mole: 101.5
F_max in eV Å⁻¹: 6.15
Multiplicity: 1
Charge: 0
Lowest unoccupied orbital energy in eV: 0.914
DFT total energy in hartree: -439.114655

Structure (XYZ):
```
18
Properties=species:S:1:pos:R:3:lowdin_charge:R:1
C -1.039 -1.912 0.448 -0.053
C -0.507 -0.738 -0.429 -0.348
N 0.777 -0.961 -1.060 0.130
C 1.642 -0.517 -0.288 -0.357
O 2.721 0.222 -0.199 0.108
C 1.764 0.236 1.073 -0.066
O 0.741 1.144 1.064 -0.033
C -0.369 0.750 0.216 -0.279
C -0.458 1.795 -0.937 -0.025
H -0.374 -1.802 1.295 0.055
H -1.015 -2.951 -0.083 0.108
H -2.147 -1.728 0.785 0.104
H -1.240 -0.533 -1.240 0.135
H 2.358 0.041 1.892 0.126
H -1.265 0.904 0.952 0.167
H -1.538 1.958 -1.098 0.088
H -0.007 1.377 -1.800 0.066
H -0.042 2.717 -0.591 0.074
```



Computed, not measured: 3 unconnected molecules or ions with the total composition C6H9NO2 at a distorted geometry, with ωB97M-V with the def2-TZVPD basis set.

Values from the calculation:
HOMO-LUMO gap in eV: 9.408
Energy relative to the best compared isomer or geometry (same formula, charge and spin) in kcal per mole: 144.6
F_max in eV Å⁻¹: 5.15
Multiplicity: 1
Charge: 0
Lowest unoccupied orbital energy in eV: 0.074
DFT total energy in hartree: -439.045915

Structure (XYZ):
```
18
Properties=species:S:1:pos:R:3:lowdin_charge:R:1
C 2.338 -1.317 0.047 -0.049
C 0.959 -0.691 -0.084 -0.443
O 0.191 -0.853 1.095 -0.033
C 1.060 0.791 -0.495 -0.153
C -0.224 1.448 -0.729 0.014
C -1.390 1.794 -0.655 0.009
C -2.750 1.649 -0.279 -0.217
N -3.794 1.347 -0.840 0.097
H 2.247 -2.372 0.340 0.089
H 2.881 -1.266 -0.906 0.087
H 2.933 -0.794 0.811 0.088
H 0.391 -1.222 -0.861 0.155
H 0.661 -0.478 1.847 0.106
H 1.606 1.347 0.284 0.132
H 1.659 0.867 -1.415 0.126
O -2.903 0.019 0.930 -0.230
H -2.002 -0.337 0.898 -0.004
H -3.864 0.067 0.011 0.226
```



Computed, not measured: a molecular structure, C6H9NO2 at a distorted geometry, with ωB97M-V with the def2-TZVPD basis set.

Values from the calculation:
HOMO-LUMO gap (alpha / beta) in eV: 7.050 / 7.745
Energy relative to the best compared isomer or geometry (same formula, charge and spin) in kcal per mole: 123.7
F_max in eV Å⁻¹: 1.76
Multiplicity: 1
Charge: 0
Lowest unoccupied orbital energy (alpha / beta) in eV: -0.887 / -0.750
DFT total energy in hartree: -439.079292

Structure (XYZ):
```
18
Properties=species:S:1:pos:R:3:lowdin_charge:R:1
C -0.031 -1.316 -0.238 -0.173
C -0.854 -1.917 0.896 -0.088
C -0.677 1.209 0.266 -0.444
C 0.643 0.014 0.167 -0.541
C 0.950 0.960 -0.860 0.022
C 1.572 1.765 -1.658 0.074
O -1.702 0.943 -0.581 0.097
N 1.560 0.056 1.156 0.114
O -0.751 1.963 1.191 0.139
H -2.462 1.478 -0.297 0.137
H 1.102 0.019 2.068 0.044
H -0.642 -1.164 -1.128 0.109
H 0.794 -1.983 -0.499 0.120
H 2.637 1.640 -1.841 0.087
H 1.058 2.561 -2.185 0.080
H -1.245 -2.892 0.602 0.074
H -1.705 -1.282 1.150 0.074
H -0.246 -2.052 1.791 0.074
```



Computed, not measured: a single C6H9NO2 molecule at a distorted geometry, with ωB97M-V with the def2-TZVPD basis set.

Values from the calculation:
HOMO-LUMO gap in eV: 10.910
Energy relative to the best compared isomer or geometry (same formula, charge and spin) in kcal per mole: 98.1
F_max in eV Å⁻¹: 5.52
Multiplicity: 1
Charge: 0
Lowest unoccupied orbital energy in eV: 0.884
DFT total energy in hartree: -439.120087

Structure (XYZ):
```
18
Properties=species:S:1:pos:R:3:lowdin_charge:R:1
C -3.139 -0.290 -0.200 0.016
C -1.774 0.477 -0.025 -0.470
O -1.714 1.598 0.340 0.121
N -0.644 -0.279 -0.442 0.010
C -0.379 -1.496 0.163 -0.106
C 0.543 -0.289 0.394 -0.198
C 1.795 -0.350 -0.223 -0.340
C 2.547 0.914 -0.486 -0.006
O 3.039 -0.180 0.437 -0.028
H -3.801 0.504 -0.021 0.047
H -3.296 -1.171 0.560 0.119
H -3.340 -0.551 -1.201 0.057
H -0.950 -1.800 1.011 0.098
H -0.145 -2.347 -0.632 0.161
H 0.652 0.127 1.514 0.220
H 1.879 -1.013 -1.029 0.132
H 2.151 1.722 0.068 0.092
H 3.197 1.344 -1.136 0.074
```